1.
This record from the Open Molecules 2025 dataset describes an isolated molecule of C4H7N at a distorted geometry. The level of theory is ωB97M-V with the def2-TZVPD basis set.

Positions of all 12 atoms, in Å:
C 1.360 -0.786 -0.220
C -0.052 -0.279 -0.502
C -0.568 0.590 0.657
C -2.019 0.794 0.615
N -3.168 0.925 0.584
H 1.753 -1.351 -1.071
H 2.049 0.042 -0.021
H 1.367 -1.450 0.654
H -0.070 0.307 -1.428
H -0.729 -1.129 -0.651
H -0.322 0.122 1.618
H -0.076 1.569 0.649

The calculation puts the HOMO energy at -11.5646 eV. The SMILES is CCCC#N. For the energy, the calculation gives -5751.3709 eV. The HOMO-LUMO gap comes out at 12.44 eV. The calculation puts the energy relative to the best compared isomer or geometry (same formula, charge and spin) at 1.06 kcal per mole. As for the lowest unoccupied orbital energy: 0.87 eV.

***

2.
This record from the Open Molecules 2025 dataset describes the ion C4H7N2 with charge +1 at a distorted geometry. The level of theory is ωB97M-V with the def2-TZVPD basis set.

Positions of all 13 atoms, in Å:
C 1.741 -0.036 1.272
C 0.523 -0.026 0.454
C -0.666 -0.640 0.667
N -1.461 -0.354 -0.422
C -0.805 0.413 -1.271
N 0.410 0.588 -0.776
H 2.482 -0.684 0.786
H 1.629 -0.517 2.237
H 2.343 0.844 1.464
H -1.090 -1.216 1.462
H -2.382 -0.751 -0.523
H -1.203 0.778 -2.202
H 1.138 1.134 -1.211

The charge is +1. The calculation puts the HOMO energy at -14.3556 eV. The SMILES is Cc1c[nH]c[nH+]1. For the energy, the calculation gives -7235.5763 eV. The HOMO-LUMO gap comes out at 11.10 eV. The calculation puts the energy relative to the best compared isomer or geometry (same formula, charge and spin) at 3.73 kcal per mole. As for the lowest unoccupied orbital energy: -3.26 eV.

***

3.
This record from the Open Molecules 2025 dataset describes the ion C4H7N2 with charge +1 at a distorted geometry. The level of theory is ωB97M-V with the def2-TZVPD basis set.

Positions of all 13 atoms, in Å:
C 1.995 -0.145 0.022
C 0.520 -0.037 0.138
N -0.032 0.232 1.273
C -1.625 0.451 0.757
N -1.610 -0.187 -0.516
C -0.306 -0.392 -0.936
H 2.310 0.689 -0.694
H 2.403 -1.062 -0.433
H 2.379 -0.014 1.035
H -2.144 -0.001 1.599
H -1.610 1.535 0.716
H -2.222 0.112 -1.324
H -0.060 -1.179 -1.636

The charge is +1. The calculation puts the HOMO energy at -16.0434 eV. The SMILES is CC1=NC[NH+]=C1. For the energy, the calculation gives -7232.1429 eV. The HOMO-LUMO gap comes out at 9.06 eV. The calculation puts the energy relative to the best compared isomer or geometry (same formula, charge and spin) at 82.91 kcal per mole. As for the lowest unoccupied orbital energy: -6.98 eV.

***

4.
This record from the Open Molecules 2025 dataset describes the ion C4H7N2 with charge +1 at a distorted geometry. The level of theory is ωB97M-V with the def2-TZVPD basis set.

Positions of all 13 atoms, in Å:
C -1.145 1.032 -0.107
C -1.471 -0.304 0.101
C 0.836 -0.617 -0.568
C 0.842 0.952 -0.660
N -0.450 -1.176 -0.311
N 1.426 0.219 0.528
H -1.092 1.513 -1.103
H -1.498 1.782 0.553
H -2.333 -0.796 0.587
H 1.705 -1.181 -0.849
H -0.337 -2.149 -0.350
H 1.071 0.371 1.542
H 2.446 0.354 0.635

The charge is +1. The calculation puts the HOMO energy (spin up / spin down) at -13.5511 / -13.5506 eV. For the energy, the calculation gives -7228.7325 eV. The HOMO-LUMO gap (spin up / spin down) comes out at 8.03 / 8.02 eV. The calculation puts the energy relative to the best compared isomer or geometry (same formula, charge and spin) at 161.56 kcal per mole. As for the lowest unoccupied orbital energy (spin up / spin down): -5.53 / -5.53 eV.

***

5.
This record from the Open Molecules 2025 dataset describes a cluster of 3 separate species, C4H7N2 in total at a distorted geometry. The level of theory is ωB97M-V with the def2-TZVPD basis set.

Positions of all 13 atoms, in Å:
C 2.279 1.069 0.326
C 0.868 0.843 0.101
C 3.166 0.136 0.083
C -0.322 0.851 -0.099
N 3.946 -0.749 -0.260
N -1.533 0.225 -0.420
H 2.721 2.076 0.544
H -0.132 3.958 -0.741
H -0.623 3.306 -0.941
H 4.438 -0.799 -1.122
H -1.439 -0.573 -1.113
H -2.188 0.901 -0.876
H -2.066 0.020 0.468

The charge is +1. The calculation puts the HOMO energy at -12.7816 eV. For the energy, the calculation gives -7229.4379 eV. The HOMO-LUMO gap comes out at 8.38 eV. The calculation puts the energy relative to the best compared isomer or geometry (same formula, charge and spin) at 145.29 kcal per mole. As for the lowest unoccupied orbital energy: -4.40 eV.

***

6.
This record from the Open Molecules 2025 dataset describes a structure of composition C4H7N2 at a distorted geometry. The level of theory is ωB97M-V with the def2-TZVPD basis set.

Positions of all 13 atoms, in Å:
C 2.167 -0.123 0.545
C -1.228 0.273 0.050
C 1.232 0.715 -0.226
C 1.203 -0.779 -0.433
N -3.179 0.060 0.016
N 0.061 -0.044 -0.021
H 3.181 -0.282 0.300
H 1.740 -0.291 1.499
H -3.335 -0.483 -0.835
H -1.260 1.387 0.171
H 1.441 1.593 -0.636
H 1.281 -1.496 -1.302
H -3.306 -0.530 0.873

The charge is +1. The calculation puts the HOMO energy at -14.8335 eV. For the energy, the calculation gives -7227.4521 eV. The HOMO-LUMO gap comes out at 9.87 eV. The calculation puts the energy relative to the best compared isomer or geometry (same formula, charge and spin) at 191.08 kcal per mole. As for the lowest unoccupied orbital energy: -4.97 eV.

***

7.
This record from the Open Molecules 2025 dataset describes a cluster of 2 separate species, C4H7N2 in total at a distorted geometry. The level of theory is ωB97M-V with the def2-TZVPD basis set.

Positions of all 13 atoms, in Å:
C 2.619 0.276 1.600
C 1.949 0.524 0.593
C 0.537 1.262 -1.143
C -2.113 -1.275 -0.045
N 1.348 0.572 -0.476
N -0.270 1.671 -1.843
H 3.605 0.590 1.481
H 2.289 -0.284 2.545
H -2.577 -1.938 -0.773
H -2.718 -1.552 0.916
H -1.096 -1.253 -0.015
H -0.908 1.810 -2.488
H -2.665 -0.403 -0.352

The charge is +1. The calculation puts the HOMO energy at -15.3714 eV. For the energy, the calculation gives -7230.5094 eV. The HOMO-LUMO gap comes out at 9.70 eV. The calculation puts the energy relative to the best compared isomer or geometry (same formula, charge and spin) at 120.58 kcal per mole. As for the lowest unoccupied orbital energy: -5.67 eV.

***

8.
This record from the Open Molecules 2025 dataset describes the ion C4H7N2O with charge +1 at a distorted geometry. The level of theory is ωB97M-V with the def2-TZVPD basis set.

Positions of all 14 atoms, in Å:
O -2.286 0.389 1.704
C -1.593 0.830 0.847
C -0.653 0.181 -0.049
C 0.642 0.831 -0.427
N 1.489 -0.294 -0.601
C 0.951 -1.384 -0.150
N -0.324 -1.220 0.169
H -1.729 1.943 0.430
H -1.424 0.109 -1.086
H 0.563 1.506 -1.364
H 1.030 1.530 0.397
H 2.509 -0.325 -0.638
H 1.499 -2.345 -0.192
H -0.673 -1.751 0.961

The charge is +1. The calculation puts the HOMO energy at -14.3233 eV. The SMILES is O=C[C@H]1CNC=[NH+]1. For the energy, the calculation gives -9280.9430 eV. The HOMO-LUMO gap comes out at 10.00 eV. The calculation puts the energy relative to the best compared isomer or geometry (same formula, charge and spin) at 42.59 kcal per mole. As for the lowest unoccupied orbital energy: -4.33 eV.